The following is a DFT calculation (ωB97M-V with the def2-TZVPD basis set) of C42H42O3P2Pb as an isolated structure.

Atoms and positions in Å:
Pb 3.36 3.04 -1.51
C 5.30 0.84 -2.53
C 4.08 0.27 -2.56
C 3.65 -0.93 -1.78
C 3.01 -0.70 -0.38
C 3.66 0.31 0.50
C 4.97 0.59 0.52
C 6.03 -0.12 -0.24
C 6.41 0.42 -1.64
C 3.21 3.72 0.62
H 5.57 1.62 -3.25
H 3.34 0.62 -3.30
H 4.46 -1.67 -1.69
H 2.85 -1.41 -2.38
H 1.94 -0.44 -0.49
H 3.02 -1.69 0.11
H 2.99 0.80 1.22
H 5.34 1.34 1.24
H 5.82 -1.20 -0.32
H 6.95 -0.01 0.36
H 7.11 1.27 -1.52
H 7.01 -0.38 -2.13
H 3.67 4.72 0.49
H 3.66 3.22 1.49
H 2.12 3.83 0.76
P -5.25 -1.14 -0.99
P -4.81 -1.02 2.62
C -4.97 -2.50 0.17
C -4.68 -2.44 1.50
C -6.43 -1.86 -2.22
C -6.52 -3.23 -2.49
C -7.43 -3.71 -3.43
C -8.27 -2.83 -4.13
C -8.18 -1.45 -3.87
C -7.28 -0.97 -2.92
C -3.66 -1.17 -1.94
C -2.51 -0.77 -1.22
C -1.26 -0.78 -1.85
C -1.15 -1.19 -3.18
C -2.28 -1.59 -3.89
C -3.54 -1.58 -3.27
C -5.99 -1.73 3.88
C -7.32 -1.94 3.45
C -8.26 -2.49 4.32
C -7.91 -2.84 5.63
C -6.59 -2.64 6.06
C -5.63 -2.09 5.20
C -3.22 -1.07 3.55
C -2.75 0.15 4.09
C -1.56 0.18 4.81
C -0.81 -1.00 4.98
C -1.27 -2.20 4.44
C -2.47 -2.24 3.73
H -4.98 -3.49 -0.31
H -4.44 -3.37 2.02
H -5.87 -3.94 -1.98
H -7.49 -4.79 -3.62
H -8.98 -3.21 -4.86
H -8.82 -0.76 -4.42
H -7.22 0.11 -2.72
H -2.61 -0.48 -0.17
H -0.38 -0.47 -1.29
H -0.17 -1.20 -3.67
H -2.20 -1.91 -4.93
H -4.42 -1.91 -3.83
H -7.59 -1.68 2.43
H -9.29 -2.65 3.97
H -8.65 -3.26 6.31
H -6.30 -2.91 7.08
H -4.61 -1.96 5.54
H -3.34 1.06 3.96
H -1.21 1.11 5.24
H 0.13 -0.97 5.54
H -0.70 -3.12 4.58
H -2.83 -3.19 3.32
O 8.28 3.44 0.28
C 8.55 4.31 -0.69
C 9.85 4.88 -0.74
C 10.15 5.79 -1.75
C 9.17 6.13 -2.71
C 7.88 5.56 -2.65
C 7.54 4.66 -1.64
C 6.20 4.02 -1.53
O 5.32 4.30 -2.40
O 5.98 3.25 -0.51
H 7.27 3.24 0.11
H 10.57 4.59 0.02
H 11.15 6.23 -1.79
H 9.40 6.85 -3.50
H 7.10 5.81 -3.38

Computed properties:
HOMO energy   -7.92 eV
Kohn-Sham gap   7.7 eV
LUMO   -0.2 eV
Electronic energy   -2726.8392 Eh
ΔE to the lowest compared entry with this formula, charge and spin   0.000 eV

The following is a DFT calculation (ωB97M-V with the def2-TZVPD basis set) of one molecule with the formula C2H3NO3.

Atoms and positions in Å:
O -1.22 1.00 1.96
C -0.86 0.88 0.82
N 0.07 -0.02 0.42
C 0.56 -0.13 -0.90
O 0.56 0.78 -1.66
O 1.03 -1.35 -1.16
H -1.28 1.51 0.03
H 0.51 -0.65 1.07
H 0.62 -2.01 -0.58

Computed properties:
HOMO energy   -10.66 eV
Kohn-Sham gap   10.9 eV
LUMO   0.2 eV
SMILES string   O=CNC(=O)O
Electronic energy   -358.5135 Eh
ΔE to the lowest compared entry with this formula, charge and spin   0.441 eV

The following is a DFT calculation (ωB97M-V with the def2-TZVPD basis set) of C26H34N6NbO5Te as an isolated structure.

Atoms and positions in Å:
Nb 1.33 0.60 -1.11
O 0.99 2.62 -2.51
C 1.96 3.73 -2.49
C 3.22 2.96 -2.79
N 3.40 1.86 -1.77
C 4.26 0.84 -2.38
C 3.38 0.02 -3.26
O 3.57 -0.27 -4.42
O 2.21 -0.12 -2.61
C 4.09 2.30 -0.56
C 3.26 1.95 0.68
O 3.49 2.47 1.75
O 2.42 0.89 0.52
H 0.09 2.96 -2.29
H 2.05 4.16 -1.46
H 1.72 4.54 -3.16
H 4.11 3.60 -2.76
H 3.13 2.59 -3.79
H 4.77 0.25 -1.60
H 5.03 1.29 -3.02
H 4.22 3.39 -0.45
H 5.11 1.80 -0.39
C -2.44 4.08 4.33
C -2.90 2.66 4.02
C -2.18 1.42 4.75
C -2.89 2.25 2.51
N -1.56 2.17 1.81
C -0.54 3.04 1.50
N 0.16 2.61 0.47
N -0.37 1.35 0.25
N -1.41 1.12 0.99
H -2.70 4.27 5.35
H -2.82 4.77 3.57
H -1.37 4.17 4.21
H -3.98 2.59 4.25
H -1.17 1.30 4.35
H -2.66 0.45 4.62
H -2.15 1.58 5.85
H -3.37 3.01 1.87
H -3.45 1.29 2.45
H -0.41 3.98 2.07
Te 1.23 -2.33 -0.26
C -0.19 -3.75 -1.03
C 0.27 -4.87 -1.69
C -0.56 -5.99 -1.91
C -1.92 -5.86 -1.73
C -2.41 -4.71 -1.09
C -1.55 -3.67 -0.77
C 0.42 -2.69 1.65
C 1.24 -3.44 2.49
C 0.94 -3.49 3.84
C -0.11 -2.78 4.37
C -0.95 -2.14 3.51
C -0.74 -2.06 2.11
H 1.33 -5.00 -1.86
H -0.14 -6.90 -2.31
H -2.62 -6.64 -1.97
H -3.47 -4.57 -0.99
H -2.02 -2.80 -0.32
H 2.09 -3.94 2.06
H 1.60 -4.18 4.41
H -0.31 -2.80 5.44
H -1.78 -1.56 3.86
H -1.35 -1.46 1.45
C -2.15 -1.18 -5.07
C -2.45 -0.04 -4.08
C -1.37 0.00 -3.03
N -0.45 0.02 -2.34
H -2.90 -1.19 -5.85
H -2.21 -2.19 -4.59
H -1.12 -1.09 -5.53
H -3.41 -0.21 -3.57
H -2.50 0.96 -4.58

Computed properties:
HOMO energy (spin up / spin down)   -16.59 / -16.59 eV
Kohn-Sham gap (spin up / spin down)   5.2 / 5.2 eV
LUMO (spin up / spin down)   -11.4 / -11.4 eV
Net charge   +3
Electronic energy   -2039.8551 Eh

The following is a DFT calculation (ωB97M-V with the def2-TZVPD basis set) of one molecule with the formula C2H6N4.

Atoms and positions in Å:
C 2.08 0.62 -0.53
C -1.88 0.30 0.54
N 0.62 -0.84 0.58
N 1.75 -0.15 0.43
N -0.18 -0.93 -0.58
N -1.28 -0.23 -0.44
H 1.39 0.90 -1.41
H 2.94 1.34 -0.33
H -2.90 0.82 0.45
H -1.46 0.23 1.50
H 0.79 -1.65 1.06
H -1.89 -0.41 -1.28

Computed properties:
HOMO energy   -8.19 eV
Kohn-Sham gap   9.0 eV
LUMO   0.8 eV
Electronic energy   -298.6469 Eh
ΔE to the lowest compared entry with this formula, charge and spin   5.498 eV

The following is a DFT calculation (ωB97M-V with the def2-TZVPD basis set) of one molecule with the formula C5H10N4.

Atoms and positions in Å:
C 1.24 -1.23 0.08
C 1.70 0.84 -0.59
C 0.21 0.84 -0.46
C -0.17 -0.61 -0.08
C -1.17 -1.29 -0.96
N 2.17 -0.43 -0.17
N -0.54 1.67 0.48
N -0.69 -0.42 1.43
N -1.33 0.89 1.38
H 1.36 -2.23 0.64
H 2.17 1.05 -1.64
H 2.18 1.63 0.06
H -0.22 0.97 -1.50
H -1.24 -2.27 -0.82
H -0.99 -1.17 -2.02
H -2.22 -0.98 -0.83
H 0.17 2.36 0.94
H -1.36 -1.04 1.82
H -1.27 1.42 2.25

Computed properties:
HOMO energy (spin up / spin down)   -3.46 / -7.80 eV
2S+1   3
Kohn-Sham gap (spin up / spin down)   4.0 / 5.2 eV
LUMO (spin up / spin down)   0.6 / -2.6 eV
Electronic energy   -415.2408 Eh
ΔE to the lowest compared entry with this formula, charge and spin   0.490 eV
⟨S²⟩   2.011

The following is a DFT calculation (ωB97M-V with the def2-TZVPD basis set) of one molecule with the formula C4H6N2O2.

Atoms and positions in Å:
O -2.04 0.25 -0.81
C -1.36 -0.60 -0.34
C -0.51 -0.32 0.93
C 0.03 1.11 0.98
N 0.74 1.43 -0.20
C 1.20 0.46 -0.86
N 1.42 -0.84 -0.46
O 0.62 -1.23 0.72
H -1.31 -1.68 -0.57
H -1.04 -0.68 1.79
H -0.80 1.81 1.11
H 0.63 1.16 1.85
H 1.54 0.66 -1.87
H 1.07 -1.45 -1.25

Computed properties:
HOMO energy   -9.69 eV
Kohn-Sham gap   10.3 eV
LUMO   0.6 eV
SMILES string   O=C[C@@H]1CN=CNO1
Electronic energy   -415.9025 Eh
ΔE to the lowest compared entry with this formula, charge and spin   3.758 eV

> Number 1 is which compound?

C42H42O3P2Pb

What did the first record say?
The following is a DFT calculation (ωB97M-V with the def2-TZVPD basis set) of C42H42O3P2Pb as an isolated structure.

Atoms and positions in Å:
Pb 3.36 3.04 -1.51
C 5.30 0.84 -2.53
C 4.08 0.27 -2.56
C 3.65 -0.93 -1.78
C 3.01 -0.70 -0.38
C 3.66 0.31 0.50
C 4.97 0.59 0.52
C 6.03 -0.12 -0.24
C 6.41 0.42 -1.64
C 3.21 3.72 0.62
H 5.57 1.62 -3.25
H 3.34 0.62 -3.30
H 4.46 -1.67 -1.69
H 2.85 -1.41 -2.38
H 1.94 -0.44 -0.49
H 3.02 -1.69 0.11
H 2.99 0.80 1.22
H 5.34 1.34 1.24
H 5.82 -1.20 -0.32
H 6.95 -0.01 0.36
H 7.11 1.27 -1.52
H 7.01 -0.38 -2.13
H 3.67 4.72 0.49
H 3.66 3.22 1.49
H 2.12 3.83 0.76
P -5.25 -1.14 -0.99
P -4.81 -1.02 2.62
C -4.97 -2.50 0.17
C -4.68 -2.44 1.50
C -6.43 -1.86 -2.22
C -6.52 -3.23 -2.49
C -7.43 -3.71 -3.43
C -8.27 -2.83 -4.13
C -8.18 -1.45 -3.87
C -7.28 -0.97 -2.92
C -3.66 -1.17 -1.94
C -2.51 -0.77 -1.22
C -1.26 -0.78 -1.85
C -1.15 -1.19 -3.18
C -2.28 -1.59 -3.89
C -3.54 -1.58 -3.27
C -5.99 -1.73 3.88
C -7.32 -1.94 3.45
C -8.26 -2.49 4.32
C -7.91 -2.84 5.63
C -6.59 -2.64 6.06
C -5.63 -2.09 5.20
C -3.22 -1.07 3.55
C -2.75 0.15 4.09
C -1.56 0.18 4.81
C -0.81 -1.00 4.98
C -1.27 -2.20 4.44
C -2.47 -2.24 3.73
H -4.98 -3.49 -0.31
H -4.44 -3.37 2.02
H -5.87 -3.94 -1.98
H -7.49 -4.79 -3.62
H -8.98 -3.21 -4.86
H -8.82 -0.76 -4.42
H -7.22 0.11 -2.72
H -2.61 -0.48 -0.17
H -0.38 -0.47 -1.29
H -0.17 -1.20 -3.67
H -2.20 -1.91 -4.93
H -4.42 -1.91 -3.83
H -7.59 -1.68 2.43
H -9.29 -2.65 3.97
H -8.65 -3.26 6.31
H -6.30 -2.91 7.08
H -4.61 -1.96 5.54
H -3.34 1.06 3.96
H -1.21 1.11 5.24
H 0.13 -0.97 5.54
H -0.70 -3.12 4.58
H -2.83 -3.19 3.32
O 8.28 3.44 0.28
C 8.55 4.31 -0.69
C 9.85 4.88 -0.74
C 10.15 5.79 -1.75
C 9.17 6.13 -2.71
C 7.88 5.56 -2.65
C 7.54 4.66 -1.64
C 6.20 4.02 -1.53
O 5.32 4.30 -2.40
O 5.98 3.25 -0.51
H 7.27 3.24 0.11
H 10.57 4.59 0.02
H 11.15 6.23 -1.79
H 9.40 6.85 -3.50
H 7.10 5.81 -3.38

Computed properties:
HOMO energy   -7.92 eV
Kohn-Sham gap   7.7 eV
LUMO   -0.2 eV
Electronic energy   -2726.8392 Eh
ΔE to the lowest compared entry with this formula, charge and spin   0.000 eV